Record 1
This record from OMol25 describes an isolated molecule of C4H6O2 in a non-equilibrium geometry. The level of theory is ωB97M-V with the def2-TZVPD basis set.

```
! RIJCOSX wB97M-V def2-TZVPD def2/J DEFGRID3
* xyz 0 1
C -0.18 -1.23 -1.52
C -0.01 -0.67 -0.01
O 1.06 -1.15 0.28
C -0.39 0.39 1.17
C 0.24 1.74 0.82
O -0.37 2.77 0.73
H -0.05 -0.41 -2.22
H -1.11 -1.76 -1.69
H 0.65 -1.94 -1.74
H -1.40 0.57 1.55
H 0.22 -0.01 2.00
H 1.34 1.69 0.64
*
```

Output
- relative energy (zero: lowest compared OMol25 entry of this formula, charge and spin) (kJ/mol) = 237.66
- SMILES = CC(=O)CC=O
- gap between HOMO and LUMO (eV) = 10.04

=====

Record 2
This record from OMol25 describes C29H21N6O6Se2W as an isolated structure. The level of theory is ωB97M-V with the def2-TZVPD basis set.

```
! RIJCOSX wB97M-V def2-TZVPD def2/J DEFGRID3
* xyz 1 1
W 0.08 -0.32 -0.83
Se 0.07 -2.06 -2.71
Se -1.44 -2.13 0.31
C -2.78 -1.82 -0.96
C -4.07 -2.35 -0.96
C -4.92 -1.95 -1.97
C -4.48 -1.03 -2.93
C -3.19 -0.55 -2.84
N -2.36 -0.95 -1.88
C 1.31 -2.85 -1.54
C 2.06 -4.01 -1.67
C 2.99 -4.28 -0.69
C 3.17 -3.38 0.37
C 2.38 -2.26 0.44
N 1.44 -2.03 -0.50
H -4.38 -3.05 -0.20
H -5.93 -2.34 -2.02
H -5.13 -0.70 -3.73
H -2.79 0.15 -3.57
H 1.92 -4.66 -2.52
H 3.61 -5.16 -0.75
H 3.93 -3.55 1.13
H 2.49 -1.53 1.23
O 6.97 0.39 -2.22
C 6.27 1.23 -2.81
O 6.55 2.22 -3.49
C 4.79 0.91 -2.61
C 4.24 -0.31 -3.02
C 2.95 -0.66 -2.69
N 2.16 0.12 -1.92
C 2.68 1.33 -1.60
C 3.92 1.78 -1.95
C 1.76 2.14 -0.79
O 1.69 3.32 -0.67
O 0.91 1.31 -0.13
H 4.84 -1.01 -3.58
H 2.55 -1.58 -3.07
H 4.24 2.78 -1.69
C -3.85 3.28 1.33
N -3.01 2.69 0.28
C -2.88 3.29 -0.91
C -2.07 2.81 -1.91
C -1.40 1.63 -1.57
O -0.53 0.96 -2.29
N -1.55 1.03 -0.39
C -2.28 1.53 0.65
O -2.35 1.06 1.75
H -4.60 3.92 0.86
H -3.23 3.86 2.01
H -4.33 2.48 1.88
H -3.45 4.19 -1.04
H -1.94 3.31 -2.85
N 0.38 -0.40 1.36
C 0.18 -0.21 2.48
C -0.06 0.02 3.86
C -0.92 -0.82 4.56
C -1.14 -0.56 5.90
C -0.52 0.51 6.52
C 0.33 1.35 5.81
C 0.57 1.11 4.47
H -1.40 -1.65 4.06
H -1.81 -1.20 6.47
H -0.70 0.70 7.57
H 0.81 2.19 6.30
H 1.23 1.75 3.89
*
```

Output
- relative energy (zero: lowest compared OMol25 entry of this formula, charge and spin) (kJ/mol) = 70.01
- gap between HOMO and LUMO (eV) = 4.17

=====

Record 3
This record from OMol25 describes a 2-piece molecular cluster, C4H12 overall in a non-equilibrium geometry. The level of theory is ωB97M-V with the def2-TZVPD basis set.

```
! RIJCOSX wB97M-V def2-TZVPD def2/J DEFGRID3
* xyz 0 1
C 2.14 -1.78 0.63
C 1.55 -0.32 0.62
H 3.19 -1.62 0.63
H 1.60 -2.42 1.33
H 1.87 -2.27 -0.29
H 2.25 0.45 0.97
H 0.63 -0.15 1.22
H 1.33 -0.01 -0.36
C -2.38 1.57 -0.61
C -1.29 0.51 -0.62
H -2.58 1.90 -1.63
H -3.42 1.17 -0.40
H -2.05 2.40 0.11
H -1.42 -0.46 -0.99
H -0.36 0.76 -1.19
H -1.18 0.32 0.50
*
```

Output
- relative energy (zero: lowest compared OMol25 entry of this formula, charge and spin) (kJ/mol) = 114.34
- SMILES = CC.CC
- gap between HOMO and LUMO (eV) = 12.21

=====

Record 4
This record from OMol25 describes a 5-piece molecular cluster, C21H40F3NO11S4 overall in a non-equilibrium geometry. The level of theory is ωB97M-V with the def2-TZVPD basis set.

```
! RIJCOSX wB97M-V def2-TZVPD def2/J DEFGRID3
* xyz 0 1
N -2.83 1.86 2.69
C -2.41 0.64 2.10
O -1.31 0.48 1.68
O -3.37 -0.26 2.03
C -2.90 -1.63 2.14
C -2.45 -1.91 3.59
O -1.06 -2.05 3.76
C -0.53 -3.17 3.14
C 0.95 -3.20 3.34
F 1.33 -3.52 4.54
F 1.45 -2.04 3.02
F 1.47 -4.09 2.51
H -2.48 1.92 3.64
H -2.45 2.62 2.14
H -3.72 -2.28 1.92
H -2.13 -1.78 1.40
H -2.75 -1.06 4.18
H -3.01 -2.76 3.99
H -0.99 -4.11 3.45
H -0.66 -3.15 2.06
O 2.25 3.91 0.22
S 3.26 2.88 0.32
O 4.49 2.96 -0.44
C 3.64 2.62 2.04
C 2.64 1.56 2.49
C 2.60 0.52 1.36
C 2.48 1.29 0.04
H 3.55 3.56 2.59
H 4.67 2.25 2.10
H 2.94 1.11 3.44
H 1.66 2.00 2.62
H 3.52 -0.06 1.37
H 1.77 -0.17 1.48
H 2.99 0.79 -0.78
H 1.44 1.47 -0.23
O 0.29 6.14 4.05
S 1.56 6.57 3.52
O 2.81 6.01 4.00
C 1.51 6.47 1.74
C 0.96 7.83 1.31
C 1.68 8.87 2.17
C 1.64 8.37 3.62
H 0.88 5.64 1.45
H 2.52 6.32 1.39
H 1.13 8.00 0.24
H -0.12 7.87 1.49
H 2.71 8.96 1.85
H 1.22 9.85 2.09
H 2.52 8.65 4.18
H 0.74 8.71 4.14
O -2.75 -3.89 0.49
S -1.97 -5.08 0.20
O -1.37 -5.85 1.26
C -2.95 -6.16 -0.83
C -2.62 -5.72 -2.26
C -1.11 -5.49 -2.28
C -0.74 -4.68 -1.04
H -4.01 -6.06 -0.58
H -2.62 -7.18 -0.65
H -2.94 -6.46 -2.99
H -3.13 -4.78 -2.48
H -0.60 -6.46 -2.25
H -0.79 -4.98 -3.18
H 0.24 -4.94 -0.65
H -0.79 -3.61 -1.22
O -1.79 -3.40 -4.73
S -0.50 -3.07 -5.28
O 0.70 -3.73 -4.84
C -0.61 -3.15 -7.07
C -1.05 -1.74 -7.48
C -0.23 -0.78 -6.62
C -0.28 -1.29 -5.17
H -1.31 -3.92 -7.36
H 0.39 -3.37 -7.44
H -0.89 -1.57 -8.54
H -2.11 -1.61 -7.27
H 0.81 -0.77 -6.97
H -0.60 0.24 -6.69
H 0.64 -1.08 -4.63
H -1.13 -0.88 -4.63
*
```

Output
- relative energy (zero: lowest compared OMol25 entry of this formula, charge and spin) (kJ/mol) = 0.00
- SMILES = NC(=O)OCCOCC(F)(F)F.O=S1(=O)CCCC1.O=S1(=O)CCCC1.O=S1(=O)CCCC1.O=S1(=O)CCCC1
- gap between HOMO and LUMO (eV) = 10.02